Entry 1:
Molecular formula: C14H18CoIN6OS2
Method: DFT, the ωB97M-V functional and the def2-TZVPD basis

Geometry as XYZ:
```
43
Properties=species:S:1:pos:R:3:mulliken_spin:R:1
Co -0.0861 -0.1282 -0.0821 2.784
C -2.9426 4.8158 -0.7599 0.006
S -3.4252 3.1680 -1.3168 -0.061
C -2.0272 2.2420 -0.9479 -0.112
S -2.0780 0.5694 -1.3802 0.718
N -0.9618 2.8129 -0.4036 0.375
N 0.0566 1.9468 -0.1618 -0.029
C 1.1863 2.4695 0.1502 0.096
C 2.2909 1.5513 0.4471 0.028
C 3.5619 2.0151 0.7112 0.033
C 4.5728 1.0856 0.9444 -0.008
C 4.2664 -0.2589 0.8957 0.030
C 2.9554 -0.6415 0.6213 0.006
N 1.9844 0.2359 0.4075 0.043
H -3.8338 5.4274 -0.8841 0.000
H -2.1370 5.2092 -1.3734 -0.002
H -2.6501 4.7940 0.2861 -0.003
H 1.3215 3.5469 0.1724 -0.003
H 3.7605 3.0782 0.7316 0.001
H 5.5812 1.4153 1.1542 0.000
H 5.0216 -1.0126 1.0667 0.001
H 2.6822 -1.6880 0.5743 0.007
C 0.4331 -3.6370 0.0445 0.009
C 0.4649 -2.9235 -1.2626 -0.003
N 0.3044 -1.6236 -1.4578 0.035
C 0.4152 -1.4044 -2.8241 0.013
C 0.6455 -2.5835 -3.4455 0.004
N 0.6721 -3.5284 -2.4458 0.003
H 0.2342 -2.9334 0.8526 -0.007
H 1.3828 -4.1335 0.2477 0.002
H -0.3429 -4.4033 0.0585 0.001
H 0.3324 -0.4223 -3.2565 -0.007
H 0.7906 -2.8298 -4.4818 0.000
H 0.8278 -4.5161 -2.5763 -0.001
N -2.9725 -1.8913 1.2825 0.014
C -2.2691 -0.9647 1.9136 -0.003
O -1.1403 -0.6003 1.5121 0.026
C -2.8617 -0.3175 3.1157 -0.002
I -3.7888 1.4786 2.4237 0.006
H -2.6262 -2.3002 0.4281 0.000
H -3.8854 -2.1696 1.6069 0.001
H -2.0855 -0.0345 3.8174 0.000
H -3.6303 -0.9156 3.5942 0.000
```

As for the spin multiplicity: 5. The calculation puts the relative energy (zero: lowest compared OMol25 entry of this formula, charge and spin) at 0.000 eV. The value obtained for the LUMO energy (spin up / spin down) is -6.81 / -9.17 eV. The calculation puts the HOMO energy (spin up / spin down) at -0.5374 / -0.5277 Ha. The largest force on an atom is 0.40 eV/Å. As for the expectation value of S²: 6.06. The charge is +2.



Entry 2:
Molecular formula: C5H7NO
Method: DFT, the ωB97M-V functional and the def2-TZVPD basis

Geometry as XYZ:
```
14
Properties=species:S:1:pos:R:3:nbo_charge:R:1
C -0.6231 -0.7790 1.2188 0.291
C 0.5568 0.9360 -0.5574 0.588
C 0.3722 -0.4766 0.1858 -0.273
C -2.0519 -0.8690 1.3701 -0.696
C 1.7160 1.0047 -1.6381 -0.718
N 0.5447 -0.7413 1.6570 -0.279
O 0.0512 1.8999 -0.0954 -0.533
H 0.8100 -1.1573 -0.4361 0.164
H -2.2299 -1.8991 1.7399 0.251
H -2.4524 -1.0149 0.3289 0.244
H -2.5034 0.0173 1.9081 0.272
H 2.5776 0.4593 -1.2838 0.231
H 1.8758 2.0508 -1.8506 0.235
H 1.3563 0.5691 -2.5471 0.224
```

The calculation puts the relative energy (zero: lowest compared OMol25 entry of this formula, charge and spin) at 2.926 eV. The value obtained for the LUMO energy is 0.89 eV. The calculation puts the HOMO energy at -0.3352 Ha. The largest force on an atom is 3.85 eV/Å. The charge is 0. Its SMILES is CC(=O)[C@H]1N=C1C.



Entry 3:
Molecular formula: C7H5BrN2O4
Method: DFT, the ωB97M-V functional and the def2-TZVPD basis

Geometry as XYZ:
```
19
Properties=species:S:1:pos:R:3:nbo_charge:R:1
C -0.1791 0.4819 -1.1418 -0.198
C -0.2241 -0.9478 -0.9881 -0.192
C 0.0022 1.3810 -0.0979 -0.194
C 0.1553 -1.4642 0.2528 -0.291
C 0.1471 0.8425 1.1898 -0.238
C 0.2234 -0.5517 1.2575 0.104
C 0.4055 -1.2944 3.0674 -0.041
N -0.6000 -0.4545 3.8745 0.526
N 1.8458 -0.9842 3.3181 0.464
O -0.2906 0.6720 4.0016 -0.318
O 2.6451 -1.8829 3.4748 -0.322
O -1.6136 -1.0589 4.0739 -0.348
O 2.1482 0.2329 3.2525 -0.359
Br -0.0518 -3.0456 3.3266 0.211
H -0.2879 0.8280 -2.1664 0.218
H -0.3722 -1.5594 -1.9911 0.238
H 0.1808 2.3576 -0.2402 0.217
H 0.0386 -2.5692 0.6293 0.252
H 0.2051 1.5106 2.0817 0.271
```

The calculation puts the relative energy (zero: lowest compared OMol25 entry of this formula, charge and spin) at 2.290 eV. The value obtained for the LUMO energy is -0.69 eV. The calculation puts the HOMO energy at -0.3679 Ha. The largest force on an atom is 4.58 eV/Å. The charge is 0.



Record-wise energy values, in eV: -93183.2442; -8833.2770; -88543.7433